No. 1
Entry from the Open Molecules 2025 dataset: a molecular structure, C41H54F3N7PbSSi4Te at a distorted geometry (ωB97M-V/def2-TZVPD).

Properties
HOMO energy (Eh): -0.0624
Kohn-Sham gap (eV): 5.78
Energy relative to the best compared isomer or geometry (same formula, charge and spin) (kJ/mol): 345.9

Structure (ORCA input):
```
! RIJCOSX wB97M-V def2-TZVPD def2/J DEFGRID3
* xyz -2 1
Pb -22.72111 -10.22518 0.53318
Te -20.04719 -12.94943 -1.21231
S -24.91012 -9.62050 -0.98667
Si -17.44438 -13.85814 -4.15092
Si -16.54232 -14.29456 -0.30161
Si -17.74484 -13.09576 -1.87683
Si -16.90373 -10.98597 -1.70348
F -24.01839 -12.86873 0.96074
F -22.76126 -12.61111 2.68566
F -24.77660 -11.77697 2.69925
N -26.20208 -7.47768 1.82324
N -25.04863 -6.98153 -3.05957
N -26.71125 -7.31276 0.48688
N -25.56676 -12.45249 -2.40402
N -24.36315 -12.25069 -2.40516
N -22.79988 -8.58121 2.11939
N -23.73586 -7.60239 2.16725
C -20.49965 -9.12892 2.63995
C -16.80668 -10.50131 0.08157
C -27.01327 -13.13170 -0.61782
C -18.06391 -9.79765 -2.52390
C -19.33903 -8.85152 3.28473
C -16.54685 -13.42854 1.39939
C -24.04681 -8.97572 -5.99894
C -27.71650 -12.95523 0.54459
C -24.63409 -7.31995 -4.33313
C -15.65283 -14.29415 -4.58155
C -24.43171 -6.64238 -6.62398
C -22.55523 -11.83539 -3.93706
C -30.18586 -6.13214 0.82662
C -23.05932 -14.17283 -5.26814
C -17.24616 -15.99646 0.02032
C -23.68340 -11.95055 1.96441
C -18.52891 -15.34989 -4.39917
C -14.75509 -14.40243 -0.78596
C -21.58826 -8.22779 2.67629
C -22.18057 -13.30973 -5.83036
C -28.92116 -6.59419 1.27087
C -24.95637 -7.65013 1.92636
C -28.03313 -6.98865 0.29774
C -15.16798 -10.90144 -2.29138
C -20.26942 -6.67989 3.90342
C -23.79184 -13.89695 -4.16969
C -19.17018 -7.58937 3.91093
C -26.58987 -10.84526 0.84471
C -24.76591 -6.29357 -5.33758
C -23.55060 -12.68209 -3.53032
C -27.47673 -11.82007 1.33288
C -28.42692 -7.02896 -1.09692
C -21.84486 -12.18692 -5.09223
C -17.88004 -12.45561 -5.28618
C -29.61909 -6.56958 -1.50434
C -26.20108 -12.14463 -1.12875
C -24.35107 -8.62228 -4.69237
C -25.95444 -11.01687 -0.36857
C -30.55212 -6.10968 -0.52007
C -21.43284 -6.98215 3.23892
C -24.10365 -7.96083 -6.96861
H -25.03132 -5.30518 -5.02738
H -21.12772 -11.46796 -5.48819
H -17.86569 -16.19905 -4.59950
H -29.81034 -6.79499 -2.56453
H -19.07371 -10.04239 -2.04576
H -30.90131 -5.84638 1.61752
H -17.43093 -16.77394 -0.70643
H -26.40207 -9.84346 1.34790
H -21.59224 -13.50233 -6.75477
H -16.18939 -11.27469 0.49524
H -27.69132 -7.40560 -1.83084
H -23.85761 -9.98972 -6.29900
H -14.60267 -15.26185 -1.52542
H -18.18274 -9.92350 -3.66047
H -20.15917 -5.76294 4.41233
H -15.78234 -12.73944 1.61316
H -19.12364 -15.21715 -5.31743
H -14.76333 -9.84662 -2.39893
H -23.92464 -8.16461 -7.98708
H -24.62310 -14.49376 -3.75224
H -28.39165 -13.73159 0.77675
H -24.83618 -6.01771 -2.93999
H -17.45209 -12.87667 1.60544
H -15.11839 -15.08394 -3.97293
H -27.93441 -11.53325 2.25951
H -15.10309 -11.47970 -3.21190
H -14.45669 -13.49888 -1.27671
H -18.87515 -12.08462 -5.07086
H -14.13532 -14.66727 0.09550
H -17.84332 -8.76223 -2.33408
H -17.22470 -11.55522 -5.16237
H -23.17484 -15.14416 -5.66590
H -24.53084 -5.92472 -7.44211
H -15.48778 -14.63336 -5.62554
H -18.19217 -7.37245 4.39454
H -22.23112 -6.27666 3.26536
H -14.62107 -11.37924 -1.49342
H -16.29733 -9.54284 0.12616
H -17.84566 -10.38256 0.55614
H -15.02233 -13.36730 -4.46368
H -24.68664 -7.59394 -2.30242
H -20.64112 -10.03712 2.04228
H -16.54978 -14.24612 2.17741
H -24.23158 -9.36893 -3.90509
H -27.05154 -14.05804 -1.15897
H -28.57307 -6.64159 2.30469
H -18.56914 -9.56450 3.27636
H -19.23709 -15.55530 -3.55540
H -22.32280 -11.04605 -3.31021
H -18.18879 -15.80030 0.52668
H -26.26155 -7.78551 -0.25798
H -31.51289 -5.73302 -0.85675
H -18.03703 -12.66326 -6.37516
H -16.73101 -16.49692 0.89252
*
```

Atomic partial charges in e from the Mulliken method, atoms 1 to 4: Pb 0.5452; Te -0.4746; S -0.6858; Si 0.7010



No. 2
Entry from the Open Molecules 2025 dataset: a molecular structure, C41H54N3O3P2Ti at a distorted geometry (ωB97M-V/def2-TZVPD).

Properties
HOMO energy (spin up / spin down) (Eh): -0.0811 / -0.1438
Kohn-Sham gap (spin up / spin down) (eV): 4.81 / 6.51
Expectation value of S²: 2.05
Energy relative to the best compared isomer or geometry (same formula, charge and spin) (kJ/mol): 95.6

Structure (ORCA input):
```
! RIJCOSX wB97M-V def2-TZVPD def2/J DEFGRID3
* xyz -1 3
Ti 1.29051 0.46163 -0.19454
P -0.36214 -2.91941 1.16616
P 1.03247 3.84164 0.20402
O 1.12975 0.73310 1.59061
O 0.59637 2.59048 -0.48967
O 2.95074 1.45933 -0.46177
N -0.89270 -0.02897 -0.34439
N 1.53603 -0.15563 -2.03593
N 2.41380 -1.10281 0.16640
C 0.56364 -5.06458 -0.65363
C 2.87476 1.71573 -2.86041
C -3.92062 -4.48542 -2.40988
C -2.23220 -3.53180 -0.78179
C 1.47880 5.11108 -1.01669
C -2.09865 1.26775 1.90099
C -1.21662 1.16870 -3.09354
C -1.65249 -3.25829 2.52434
C 1.74249 -1.58525 -2.04927
C 4.28497 3.12292 -1.47636
C -2.64254 2.87139 -2.00350
C 4.23049 3.48501 -3.86178
C 2.15244 0.51816 -3.03085
C 0.30508 -4.69626 0.81534
C -3.20942 -3.33786 -1.73814
C -3.53357 -2.01424 -2.01017
C 2.68800 -0.80189 2.55690
C -1.63831 1.17557 -0.58093
C -1.46071 -2.50606 -0.23057
C -0.33577 4.58367 1.14428
C 2.88970 -1.75270 -1.03835
C -1.85093 1.73894 -1.86056
C -1.95907 -1.89823 3.15005
C -3.27582 3.47826 -0.92995
C 1.99994 0.25480 5.07534
C 1.70594 0.23295 2.66261
C 3.33544 2.09660 -1.54656
C -4.16380 4.68258 -1.11327
C 2.34112 3.73146 1.45412
C 4.72412 3.81570 -2.60400
C 3.04293 -1.35799 1.29983
C 1.38350 0.72994 3.92943
C 2.97056 -0.74110 4.97678
C -0.41105 -5.87436 1.48104
C 3.32827 2.44797 -3.98196
C -2.98389 -3.91555 2.16388
C -2.26961 1.80441 0.50825
C -2.82876 -0.97144 -1.45692
C 3.30259 -1.25199 3.74197
C -3.06940 2.92510 0.32171
C -1.64655 -1.14095 -0.66677
H -3.88981 5.48793 -0.42755
H -2.09266 -4.53444 -0.39636
H -2.82193 0.47227 2.08848
H 1.28462 -4.61367 1.30509
H -0.15542 1.39117 -3.08285
H 0.62799 1.50586 3.99233
H -3.17145 0.03103 -1.66688
H 3.23977 3.31228 1.01560
H 1.99838 3.05359 2.23464
H -3.83030 -4.40350 -3.49584
H 4.05116 -2.03358 3.66491
H -3.54936 3.37577 1.18725
H 0.85359 -2.10015 -1.68367
H 3.84862 -2.09275 1.28137
H -4.98632 -4.49516 -2.16359
H -3.49042 -5.44047 -2.10569
H 4.70767 3.37527 -0.51014
H -2.59490 -2.01214 4.03349
H 1.66123 6.08278 -0.55766
H -3.48431 -3.34058 1.38422
H 2.16985 0.05134 -4.01968
H -0.61380 -5.70662 2.53701
H 3.17730 -2.79497 -0.86016
H -2.49444 -1.29427 2.41903
H -5.20775 4.42662 -0.91611
H -2.77863 3.28747 -2.99782
H -1.35165 -6.10167 0.97797
H -1.33580 0.08633 -3.13743
H -0.30938 -4.90363 -1.28016
H 4.56900 4.02108 -4.74073
H 0.22188 -6.76373 1.40379
H -3.63028 -3.92293 3.04789
H 2.96050 2.15892 -4.96093
H -1.04732 -1.37341 3.43484
H 5.45135 4.61210 -2.49591
H 0.83089 -6.12398 -0.71438
H 0.63840 5.17939 -1.70936
H 1.72913 0.66318 6.04097
H -0.05800 5.56418 1.53253
H -1.09930 0.85625 2.01270
H -4.09390 5.06254 -2.13277
H -2.26763 2.04728 2.64820
H -2.88211 -4.94310 1.81969
H -4.37209 -1.79376 -2.66481
H 2.36036 4.78340 -1.56410
H 1.37743 -4.49703 -1.09145
H -1.19934 4.66456 0.48656
H 3.76898 -1.22600 -1.43397
H 2.01953 -1.96525 -3.04117
H -0.59048 3.91687 1.96876
H 2.53592 4.72000 1.87258
H -1.65261 1.61140 -3.99117
H -1.12794 -3.86663 3.26832
H 3.45601 -1.10957 5.87224
*
```

Atomic partial charges in e from the Mulliken method, atoms 1 to 4: Ti -1.4923; P 0.7998; P 1.4871; O 0.9784



No. 3
Entry from the Open Molecules 2025 dataset: a molecular structure, C41H54N3OPb at a distorted geometry (ωB97M-V/def2-TZVPD).

Properties
HOMO energy (Eh): -0.3549
Kohn-Sham gap (eV): 4.48

Structure (ORCA input):
```
! RIJCOSX wB97M-V def2-TZVPD def2/J DEFGRID3
* xyz 1 1
Pb 0.50958 0.09359 -0.02289
O 3.39512 0.67656 -0.78062
N -1.22805 1.56978 -0.57003
N 0.57098 -0.25447 2.23080
N -1.07538 -1.51553 -0.79274
C 0.67026 0.10174 4.59625
C 0.37425 -4.84330 -1.61247
C -0.23218 4.88850 0.75008
C -3.76214 -3.06616 0.72927
C -0.98054 -5.06393 0.33221
C -4.07264 -0.08246 -2.29118
C 4.04579 1.95322 -0.66654
C 0.36886 4.76378 -1.56281
C -1.96070 -2.05288 2.15288
C 3.36357 -0.75275 4.47122
C -2.18660 -1.20751 -1.38678
C 0.56718 -2.80004 -2.98208
C 1.23589 -0.36361 3.31532
C -2.35618 -3.26844 1.32046
C -4.87761 0.98180 -2.57482
C -0.76973 -2.92087 -0.73420
C 1.37515 -1.51522 -2.78846
C -0.12063 -5.62731 -0.58967
C 0.05700 -3.49116 -1.72028
C -0.54444 3.21750 3.21043
C 0.30786 5.47760 -0.37864
C -1.38870 2.99524 1.95118
C 0.02688 2.70019 -2.95427
C -0.73554 3.59217 0.71644
C 1.47948 0.18245 5.70126
C -2.84293 0.04002 -1.59361
C 2.81995 -0.19789 5.63605
C -2.78734 3.59900 2.13265
C -1.33254 -3.71712 0.28245
C 3.13659 2.88846 0.10351
C -0.12487 3.46878 -1.65032
C -0.89216 3.25470 -4.04980
C 1.48000 2.71428 -3.44232
C -0.55844 -2.55324 -3.99773
C -3.29328 2.42328 -1.46989
C -4.48052 2.25135 -2.12808
C -0.77727 0.42083 4.67943
C 2.60645 -0.90054 3.33956
C -2.40068 1.34415 -1.19578
C 3.16724 -1.54355 2.12026
C -0.71650 2.89279 -0.50435
H -0.71199 2.73483 -4.99263
H 3.29831 -0.80488 1.32594
H -4.37843 -1.07251 -2.61107
H 0.14708 -6.67355 -0.52496
H 4.13186 -1.99746 2.33717
H 1.96898 -1.32074 -3.68331
H -1.18822 -1.71588 -3.69623
H -2.68044 -1.92878 2.96413
H 0.71932 -0.65314 -2.65694
H 0.38700 2.64818 3.15487
H -1.30650 -0.43624 5.10703
H 2.90978 2.47637 1.09064
H 2.16291 2.37088 -2.66186
H 1.58963 2.05675 -4.30617
H -1.18276 -3.43997 -4.10966
H -1.49524 1.92030 1.79242
H -3.01556 3.41347 -1.13686
H 0.79891 5.23416 -2.43890
H -0.27635 5.45646 1.67026
H 3.44268 -0.09535 6.51568
H -5.79786 0.85214 -3.12633
H -4.50633 -3.16312 1.52089
H 1.01145 -5.29359 -2.36385
H -0.71026 4.32035 -4.19984
H 3.62300 3.85368 0.23373
H 1.24507 -3.52277 -3.44038
H -2.43368 -4.10563 2.01735
H -1.96164 -1.13821 1.56185
H 1.06646 0.54244 6.63546
H 1.78821 3.71681 -3.74104
H 0.68603 6.49056 -0.33182
H 4.25134 2.35623 -1.66182
H -1.18248 0.60562 3.68740
H 2.48301 -2.30713 1.74618
H -2.71061 4.66802 2.34050
H -5.11832 3.10740 -2.30993
H 3.91410 0.10902 -1.36168
H -1.40778 -5.68925 1.10668
H -1.10049 2.89525 4.09130
H -3.30816 3.12108 2.96492
H -2.74737 -2.05018 -1.79576
H 2.19546 3.03288 -0.42956
H 4.99934 1.83051 -0.14322
H -0.24570 1.65769 -2.77416
H -0.95613 1.27170 5.33501
H -3.38945 3.46880 1.23301
H -0.96684 -2.18416 2.58458
H -1.93812 3.11930 -3.78829
H -0.12792 -2.31488 -4.97157
H -3.87500 -2.07332 0.29378
H 2.05752 -1.59710 -1.93854
H -0.29839 4.26907 3.34421
H 4.39089 -1.09418 4.47161
H -3.98084 -3.81577 -0.03205
*
```

Atomic partial charges in e from the Mulliken method, atoms 1 to 4: Pb 0.9613; O -0.2536; N 1.0524; N -0.0843



No. 4
Entry from the Open Molecules 2025 dataset: a molecular structure, C41H54N5OPt at a distorted geometry (ωB97M-V/def2-TZVPD).

Properties
HOMO energy (spin up / spin down) (Eh): -0.1210 / -0.1396
Kohn-Sham gap (spin up / spin down) (eV): 5.40 / 5.91
Expectation value of S²: 2.02
Energy relative to the best compared isomer or geometry (same formula, charge and spin) (kJ/mol): 80.5

Structure (ORCA input):
```
! RIJCOSX wB97M-V def2-TZVPD def2/J DEFGRID3
* xyz -1 3
Pt -0.17950 -0.32009 -0.53913
O -2.71866 5.44601 -4.75310
N -2.87504 6.39232 -2.70260
N 1.83765 0.80664 0.49599
N -0.80514 1.85970 -1.83015
N -1.24470 -3.94047 1.73027
N -0.76803 0.43051 1.53073
C 4.19129 0.57770 1.10631
C 2.72668 1.17264 -3.43434
C -1.83881 2.99562 -3.65890
C -0.52868 -0.41124 4.31547
C -0.46823 -1.87291 4.76038
C -3.35425 0.88098 0.24991
C 3.92228 -0.15982 2.41665
C -3.21025 0.45858 1.69764
C -4.27240 -0.08062 3.80453
C -1.90498 4.16497 -2.91586
C -1.28565 1.86785 -3.07194
C 2.45488 3.38698 -2.26035
C 2.96810 -1.34989 2.27701
C 3.57329 1.47737 -1.07381
C 3.51498 0.73004 3.59965
C -0.85417 2.98699 -1.12637
C -1.85571 -0.09764 3.64500
C -1.39666 4.16217 -1.62514
C -0.67787 -2.15969 -1.22596
C -0.39845 -4.58600 -1.28387
C -0.13173 -3.42997 0.91412
C 2.52485 1.86912 -2.09079
C -2.48966 -3.24825 1.45915
C -1.06058 -2.26974 -2.57937
C -1.09551 -3.47222 -3.27211
C -4.10379 -0.15935 -0.58002
C -1.43746 -5.37139 1.67854
C 3.19426 0.97999 0.18788
C -3.99714 2.26385 0.13704
C -2.53920 5.37548 -3.55378
C 5.52600 0.77274 0.76405
C -0.24568 0.52836 5.48789
C 4.92016 1.64913 -1.36837
C 1.32368 1.60133 1.41726
C -0.74208 -4.64739 -2.62653
C -3.02447 -0.25396 4.38128
C 5.90346 1.31403 -0.45535
C -0.39806 -3.38438 -0.57553
C -1.94711 0.27891 2.29065
C -4.35201 0.26826 2.46743
C 0.03885 1.41470 1.93340
H 2.26204 3.87691 -1.30361
H -2.22299 2.97510 -4.66884
H 6.28934 0.45926 1.46845
H 1.90759 2.42879 1.82679
H 1.97281 -1.03926 1.96527
H 2.44121 0.91572 3.60894
H 3.39619 3.78340 -2.65283
H 3.33504 -2.06077 1.53481
H -1.38476 -3.48878 -4.31767
H 6.95020 1.44863 -0.69711
H -0.63619 -2.55467 3.92492
H 4.89808 -0.58205 2.68081
H 0.51306 -2.09434 5.18912
H 0.73930 -4.05492 1.13672
H -2.95457 -0.54755 5.42240
H -0.49133 -5.88431 1.86561
H -1.33060 -1.36699 -3.11929
H -5.03333 2.25433 0.48793
H -3.02964 6.19267 -1.72978
H -3.51949 -1.07806 -0.64627
H -1.22863 0.92860 -3.60899
H -2.94885 -3.55960 0.50692
H 3.65350 1.48492 -3.92354
H 1.65664 3.66303 -2.95493
H -0.11009 -5.49821 -0.77177
H 0.08730 -2.41315 1.24901
H -5.17238 -0.22150 4.39004
H -0.96970 0.38996 6.29460
H 0.26351 -0.26410 3.58219
H -0.45054 2.93722 -0.11954
H 1.89998 1.41077 -4.10868
H -5.32455 0.40528 2.00736
H -3.20265 -3.43680 2.26664
H 0.74867 0.33521 5.89760
H 4.02575 1.69467 3.57299
H 2.88472 -1.86995 3.23528
H -3.44524 7.11457 -3.11242
H -1.22110 -2.07949 5.52622
H -0.28825 1.57387 5.17640
H 1.56938 1.53310 -1.69752
H -5.08320 -0.39607 -0.15484
H -0.73423 -5.59329 -3.15498
H -2.30689 -2.17894 1.39831
H -4.26015 0.20840 -1.59776
H -3.99869 2.60018 -0.90365
H -2.34944 0.93364 -0.16616
H -3.45161 2.99793 0.73504
H -0.29067 2.08949 2.72493
H -1.83960 -5.72790 0.71653
H 2.75433 0.08996 -3.30657
H -1.38298 5.04945 -1.00590
H 5.20120 2.05206 -2.33562
H -2.14466 -5.66616 2.45909
H 3.77292 0.23492 4.53922
*
```

Atomic partial charges in e from the Mulliken method, atoms 1 to 4: Pt 1.2679; O -0.6280; N -0.3603; N 0.5865